# 1
31
Properties=species:S:1:pos:R:3:forces:R:3:mulliken_charge:R:1 method="wB97M-V/def2-TZVPD" homo_energy_ev=-8.959 charge=0 de_lowest_kj_mol=69.3 smiles="C[C@@H](O)[C@H](NC(=O)[C@@H]1CCCN1)C(=O)O" max_force_ev_per_a=2.835 total_energy_ha=-763.03393 gap_ev=9.532 spin_multiplicity=1
C 2.5123 2.4035 -0.6594 -0.43 0.19 -0.28 -1.397
C 2.8828 1.0014 -0.2325 -0.98 -1.03 0.91 0.172
O 3.2723 1.0339 1.1429 0.29 -1.55 0.16 -0.606
C 1.6769 0.0298 -0.4070 0.06 -0.07 -2.53 -0.399
N 0.4965 0.3226 0.3638 -0.66 0.83 0.53 -0.068
C -0.7221 -0.1231 -0.0481 -0.76 -0.94 0.63 0.123
O -0.9035 -0.8870 -0.9988 0.78 0.48 -0.29 -0.775
C -1.9486 0.2795 0.7614 0.60 1.47 1.31 0.406
C -3.0221 -0.8278 0.9010 0.07 0.91 -0.02 -0.995
C -4.3167 -0.2487 0.2472 0.40 0.07 -0.93 -0.496
C -3.7386 0.8238 -0.7225 0.23 -1.02 0.54 -0.520
N -2.6436 1.3576 0.0774 -1.96 -1.27 1.17 -0.393
C 2.0390 -1.4363 -0.1304 0.41 -1.55 -0.52 0.619
O 2.9937 -1.7651 0.5372 -0.38 0.46 -0.20 -0.607
O 1.2545 -2.4077 -0.7036 1.50 1.14 1.12 -0.517
H 1.6514 2.7505 -0.0561 0.35 -0.13 -0.36 0.301
H 2.2541 2.4936 -1.7507 0.33 -0.20 1.07 0.321
H 3.3504 3.0460 -0.4102 0.08 0.22 -0.19 0.422
H 3.6840 0.5540 -0.8226 0.10 0.22 -0.21 0.408
H 3.5130 0.0777 1.3841 -0.44 1.76 -0.55 0.404
H 1.4050 0.1399 -1.5403 0.24 -0.46 1.91 0.271
H 0.5865 0.8260 1.2640 -0.06 -0.52 -1.00 0.404
H -1.5667 0.6961 1.7546 -0.58 -0.66 -0.90 0.319
H -3.1393 -1.1016 1.9391 -0.26 0.04 0.28 0.338
H -2.6139 -1.6709 0.4094 -0.02 -1.03 -0.73 0.341
H -4.8291 0.3122 1.0185 -0.65 -0.30 0.12 0.283
H -4.9580 -0.9982 -0.3240 0.77 0.93 1.13 0.324
H -3.3816 0.2573 -1.5755 0.17 0.09 -0.62 0.230
H -4.4016 1.6243 -1.0644 -0.08 -0.24 0.29 0.376
H -2.0929 1.9975 -0.3716 1.73 1.82 -1.31 0.236
H 0.4553 -1.9719 -1.0223 -0.84 0.31 -0.53 0.474



# 2
33
Properties=species:S:1:pos:R:3:forces:R:3:mulliken_charge:R:1 method="wB97M-V/def2-TZVPD" homo_energy_ev=-6.686 charge=-1 max_force_ev_per_a=5.110 total_energy_ha=-1228.23746 gap_ev=8.970 spin_multiplicity=1
N 2.5557 3.0706 1.6193 2.61 1.55 2.13 -0.491
C 1.9058 2.5967 0.8364 -4.01 -2.13 -2.34 0.289
C 0.7172 1.9669 0.1364 0.18 0.16 -0.03 -0.649
C 0.0985 0.7855 0.9730 0.48 -0.73 0.37 1.654
C -1.3031 0.5098 0.4516 4.54 0.96 1.57 -0.433
N -2.2759 0.4123 -0.1008 -3.17 -0.40 -1.28 -0.505
C 0.9746 -0.4959 0.7544 0.09 -0.41 -0.28 -0.914
N 0.8434 -1.0148 -0.6216 0.58 0.07 0.77 -0.433
C 0.0761 1.1433 2.4885 -0.89 -0.44 0.31 -0.932
C -0.6754 0.0982 3.3735 0.59 0.50 -0.02 -0.645
O -0.3799 0.4009 4.7755 0.41 -0.27 -0.51 -0.317
C 0.4461 -0.5433 5.3184 0.28 0.28 -0.64 0.142
O 0.0543 -1.2915 6.1359 -0.54 -0.96 1.50 -0.443
H 1.0232 1.6087 -0.8628 -0.37 0.19 0.37 0.318
H -0.0815 2.7281 0.0264 0.72 -0.18 -0.10 0.434
H 2.0407 -0.2851 1.0160 -0.72 0.23 0.05 0.303
H 0.6517 -1.3100 1.4312 0.02 0.57 -0.23 0.447
H 0.9538 -2.0253 -0.5636 -0.15 0.26 -0.41 0.225
H 1.6076 -0.6689 -1.2023 -0.40 -0.15 -0.11 0.207
H 1.0955 1.2176 2.9181 -0.50 0.13 -0.58 0.378
H -0.4529 2.1131 2.6047 0.50 -0.43 0.11 0.305
H -0.3289 -0.9390 3.2054 -0.37 0.51 -0.28 0.403
H -1.7717 0.1545 3.2670 0.54 -0.10 -0.01 0.286
H 1.5121 -0.6603 5.0015 -0.54 0.79 -0.51 0.377
B -1.6240 -2.0909 -4.8840 -0.87 -1.31 -0.14 0.607
O -0.2878 -1.8844 -4.2668 0.02 0.67 -0.13 -0.438
C 0.0056 -0.5998 -4.3495 1.19 -1.01 0.81 0.724
O 1.0247 -0.0993 -3.9401 -0.05 0.20 0.03 -0.672
C -1.1230 0.1222 -5.0286 -1.43 0.78 -0.82 0.544
O -1.1695 1.3037 -5.2597 0.23 -0.09 0.13 -0.626
O -2.0689 -0.7491 -5.3382 0.63 0.23 0.24 -0.419
F -2.5223 -2.6073 -3.9351 0.36 0.20 -0.33 -0.364
F -1.5218 -2.9673 -5.9803 0.02 0.34 0.37 -0.364



# 3
9
Properties=species:S:1:pos:R:3:forces:R:3:mulliken_charge:R:1 method="wB97M-V/def2-TZVPD" homo_energy_ev=-9.162 charge=0 de_lowest_kj_mol=469.6 max_force_ev_per_a=2.265 total_energy_ha=-5823.37544 gap_ev=8.190 spin_multiplicity=1
C -0.5916 0.4511 -0.8826 0.31 0.80 0.06 -0.333
C 1.9904 1.2194 0.8997 -0.38 0.68 0.16 0.084
C -0.9565 -0.8071 -0.3528 -1.50 -0.83 -1.48 -0.338
F 2.3989 1.3154 -0.3177 0.26 -0.19 -0.16 -0.032
Cl 2.4582 -0.3149 1.5125 0.20 -0.47 -0.01 -0.048
Br -1.5063 1.9252 -0.2544 -0.06 -0.12 -0.06 0.044
Br -2.2737 -1.1604 1.1005 0.55 0.08 -0.47 -0.130
H -1.3984 -1.1490 -1.3896 0.17 0.40 1.45 0.340
H -0.1211 -1.4796 -0.3155 0.45 -0.35 0.51 0.412



# 4
184
Properties=species:S:1:pos:R:3:forces:R:3:mulliken_charge:R:1 method="wB97M-V/def2-TZVPD" homo_energy_ev=-0.778 charge=-2 max_force_ev_per_a=6.496 total_energy_ha=-9958.82759 gap_ev=3.346 spin_multiplicity=1
Hg 12.2424 -12.5327 23.8185 -2.23 0.44 -0.68 2.827
Hg 15.9052 -14.1888 23.2967 -0.43 -1.73 -0.76 4.707
P 9.9186 -12.8169 22.8684 -4.19 4.80 -1.26 -0.550
O 10.6842 -14.0699 23.3153 -0.37 -2.91 0.18 -0.303
O 10.0545 -11.7196 23.9504 0.87 -0.03 3.57 -0.605
O 8.4434 -12.7141 22.4562 0.41 -2.59 -0.02 -1.021
O 10.7600 -12.0571 21.8357 2.61 -1.15 -3.28 -0.606
P 14.7778 -12.1236 24.1032 -2.74 -1.22 -0.71 0.429
O 14.1428 -13.4556 24.6303 0.81 -1.50 4.84 -1.867
O 16.3223 -12.2696 24.2314 -0.10 3.40 1.49 -0.845
O 13.7491 -11.0409 24.5446 3.53 1.43 0.48 -0.889
O 14.4021 -12.6313 22.6805 1.24 3.00 -4.07 -2.040
C 14.5757 -12.4783 27.5128 -0.26 -1.29 -0.76 1.560
C 15.5845 -13.5675 27.6865 0.48 -0.83 0.02 0.002
O 15.4571 -14.1110 29.0062 -1.05 0.71 2.50 -0.322
S 14.6334 -13.0826 30.0570 0.49 0.16 -0.03 1.037
O 15.4767 -12.4230 31.1223 -2.34 -2.15 -3.51 -0.622
O 13.4005 -13.7717 30.5009 2.85 1.63 -1.12 -0.542
O 14.3958 -11.9978 28.8445 -0.38 0.76 1.81 -0.357
H 13.6600 -12.8221 27.0316 -0.30 -0.10 0.53 -0.425
H 14.9871 -11.8162 26.7510 -0.03 1.02 0.86 -0.756
H 16.6030 -13.1839 27.6273 0.03 -0.05 -0.32 0.134
H 15.3794 -14.3942 27.0063 0.29 0.16 -0.17 0.000
C 11.4146 -9.6225 26.4552 1.74 -0.94 -1.19 0.836
C 11.9976 -9.7325 27.8500 -0.83 -0.49 -0.70 0.819
O 10.9975 -9.0487 28.5868 -0.28 1.96 2.38 -0.464
S 10.5651 -7.6337 27.8829 0.73 -2.40 0.39 0.989
O 11.6415 -6.6259 28.0114 -2.63 -1.90 -0.48 -0.574
O 9.1826 -7.3578 28.3150 3.22 -0.18 -1.36 -0.607
O 10.6603 -8.4419 26.4642 -1.90 3.51 0.04 -0.170
H 10.8482 -10.4633 26.0548 -0.51 0.02 0.31 -0.061
H 12.2157 -9.4720 25.7315 0.08 -0.09 -0.09 -0.705
H 12.9792 -9.2596 27.8823 -0.02 0.01 0.51 0.100
H 11.9720 -10.7595 28.2144 0.35 0.16 0.00 -0.298
C 13.2095 -11.2746 20.2077 -0.77 -1.95 0.84 1.096
C 12.0424 -11.9094 19.4169 0.80 1.20 0.39 0.712
O 12.4629 -11.6764 18.0265 2.28 0.81 -2.01 -0.574
S 13.8834 -10.7558 17.8910 -2.23 -1.64 1.27 0.746
O 13.7627 -9.6027 17.0021 0.44 -2.23 1.40 -0.652
O 14.9873 -11.7411 17.7240 -1.93 2.55 0.39 -0.347
O 13.6524 -10.2190 19.4237 1.91 1.89 -2.72 -0.110
H 14.0519 -11.9648 20.2542 -0.22 -0.38 0.53 -0.979
H 12.9458 -10.9415 21.2115 -0.19 0.03 -0.24 0.180
H 11.1090 -11.3499 19.4787 0.05 -0.59 0.64 0.441
H 12.0148 -12.9780 19.6304 -0.47 0.33 -0.22 -0.549
C 15.8860 -8.9331 25.7410 -1.73 -0.46 -0.78 1.681
C 15.4310 -8.0225 24.5456 0.84 -3.39 -0.97 0.295
O 15.4397 -6.7801 25.0587 0.75 3.71 2.81 -0.435
S 16.8121 -6.5740 26.0467 -0.22 -0.18 -2.57 1.019
O 16.5350 -5.6307 27.1190 0.34 -2.21 -1.65 -0.604
O 17.9160 -6.2946 25.1066 -1.94 -0.72 2.37 -0.540
O 16.8219 -8.1901 26.4679 1.96 3.26 0.60 -0.388
H 16.2940 -9.9140 25.4971 0.18 0.20 -0.38 -0.697
H 15.0913 -9.0869 26.4709 -0.57 -0.16 -0.51 -0.596
H 14.4999 -8.3343 24.0725 -0.60 0.18 0.87 0.407
H 16.0885 -8.0277 23.6762 0.82 -0.51 0.24 -0.376
C 10.2062 -17.4540 24.2749 0.49 0.51 0.65 0.216
C 11.6846 -17.3662 24.7151 0.06 0.08 0.12 0.242
O 11.8624 -18.2816 25.8256 -1.33 -0.59 1.30 -0.340
S 10.4405 -18.8049 26.4698 0.41 -1.01 -2.66 1.146
O 9.9625 -17.9838 27.5515 0.66 -0.91 -0.90 -0.491
O 10.5389 -20.2712 26.6348 -0.17 3.20 -0.04 -0.617
O 9.5953 -18.4822 25.0721 0.61 -1.41 1.71 -0.544
H 10.2855 -17.7326 23.2241 -1.02 -0.06 0.12 0.265
H 9.6024 -16.5733 24.4938 0.53 0.29 -0.71 0.191
H 12.0118 -16.3597 24.9761 -0.12 0.00 0.11 -0.211
H 12.3384 -17.7588 23.9364 0.00 0.12 0.05 0.305
C 13.8767 -20.2152 28.9565 0.45 -0.33 0.36 -0.425
C 12.7031 -19.5652 29.6600 0.53 -0.40 -0.95 0.015
O 13.2434 -18.2789 29.9294 -0.01 1.80 -0.11 -0.436
S 14.1975 -17.6707 28.6969 1.54 -1.50 2.97 0.826
O 15.4093 -17.0866 29.2248 -1.60 -1.12 -0.21 -0.670
O 13.4846 -16.9157 27.7587 -1.03 0.07 -0.85 0.168
O 14.5323 -19.1700 28.2156 -0.15 0.11 -0.96 -0.319
H 13.5987 -21.0552 28.3198 0.02 0.35 -0.35 0.335
H 14.6063 -20.5702 29.6843 0.03 -0.02 0.08 0.299
H 12.4400 -20.1198 30.5607 0.26 0.52 0.29 0.343
H 11.8183 -19.5817 29.0237 -0.05 0.60 -0.09 -0.067
C 16.5800 -14.8564 17.5876 -1.52 -0.35 0.53 0.287
C 16.8072 -15.9583 18.6080 -0.85 -0.30 0.03 0.425
O 17.9597 -16.5685 18.0901 2.82 -0.24 -1.14 -0.487
S 18.9702 -15.5435 17.2444 0.92 -0.81 -0.37 1.029
O 19.2712 -16.0399 15.8811 -1.60 1.02 3.05 -0.610
O 20.1652 -15.2560 18.0378 -2.59 0.02 -1.07 -0.538
O 17.8534 -14.3014 17.2284 1.61 -1.22 0.46 -0.229
H 15.8678 -14.1578 18.0267 0.53 0.71 -0.39 -0.398
H 16.1656 -15.2695 16.6680 -0.20 -0.09 0.08 0.433
H 16.0276 -16.7159 18.6882 -0.23 -0.07 -1.22 0.338
H 16.8017 -15.7680 19.6813 1.15 1.20 0.04 -0.188
C 19.3494 -9.4887 23.9259 -0.34 -0.45 -1.61 0.342
C 19.3076 -10.6253 22.9303 0.13 0.20 -0.29 0.800
O 20.4511 -11.4439 23.3019 1.77 -0.48 -0.33 -0.175
S 21.7797 -10.4734 23.4901 -1.53 1.26 0.65 1.051
O 22.2440 -9.9698 22.1996 -0.52 -1.18 2.28 -0.544
O 22.7705 -10.9573 24.4959 -3.23 1.01 -2.73 -0.561
O 20.7409 -9.2875 24.1367 2.30 -0.36 0.72 -0.504
H 18.7033 -9.7623 24.7600 0.75 0.45 0.71 0.137
H 18.9885 -8.6257 23.3664 -0.20 0.27 0.60 0.245
H 19.4040 -10.1720 21.9437 0.41 -0.48 -0.30 0.074
H 18.3923 -11.2154 22.9782 0.21 -0.31 0.29 -0.891
O 14.8522 -15.3673 21.6504 -1.92 -0.81 -2.94 -0.506
C 13.9149 -15.3644 20.8482 -0.75 0.09 0.72 0.054
O 14.0554 -15.3804 19.5222 2.70 0.07 -1.97 -0.183
C 12.8843 -15.4516 18.6834 -1.28 -0.27 0.99 -0.431
C 11.7587 -15.7661 19.7065 0.96 0.42 -0.25 -1.009
C 12.4387 -15.3963 21.0509 -1.25 -0.68 0.38 1.895
H 12.9154 -16.2310 17.9220 0.85 -0.33 0.30 0.445
H 12.7283 -14.5446 18.0994 0.31 0.44 0.56 0.254
H 11.5188 -16.8287 19.6703 -0.09 0.03 -0.02 0.369
H 10.8687 -15.1781 19.4825 -0.01 -0.07 0.35 0.422
H 12.2201 -16.1839 21.7720 -0.15 0.51 0.45 -0.524
H 12.0254 -14.4390 21.3686 0.11 0.20 0.78 -1.062
O 15.6701 -16.1611 24.3799 0.42 -2.55 1.05 -0.050
C 15.6363 -17.3819 24.4470 -0.51 1.96 -0.95 0.047
O 14.9189 -18.0524 23.5672 -1.10 -0.63 -1.35 -0.322
C 14.8476 -19.4811 23.8083 1.38 0.48 0.03 -0.940
C 15.3262 -19.5506 25.2836 -0.17 -0.87 0.15 0.113
C 16.2147 -18.3138 25.4408 -0.95 1.00 0.53 -0.161
H 15.5017 -19.9567 23.0775 0.33 -0.04 0.12 0.281
H 13.8487 -19.8165 23.5293 -0.14 0.14 0.71 0.420
H 15.8807 -20.4019 25.6784 0.01 -0.46 -0.85 0.578
H 14.4090 -19.6024 25.8703 0.19 0.90 0.30 -0.334
H 17.2785 -18.4115 25.2247 -0.03 -0.37 0.16 0.397
H 16.0650 -17.7257 26.3463 0.41 -0.55 0.51 0.010
O 17.8799 -14.5327 24.3815 2.36 -0.92 1.16 -0.119
C 18.8740 -14.5024 25.0750 -1.56 1.60 -0.33 0.084
O 19.7754 -15.4743 25.1093 -0.38 -1.90 -1.44 -0.436
C 20.8471 -15.2148 25.9686 0.20 1.13 1.30 -0.635
C 20.7467 -13.6929 26.0985 2.14 -0.05 0.41 -0.453
C 19.2960 -13.3768 26.0256 -0.50 -0.63 -0.29 0.494
H 21.8338 -15.5346 25.6337 -0.34 -0.07 -0.78 0.393
H 20.6925 -15.7595 26.9000 -0.27 0.10 0.26 0.278
H 21.2307 -13.3049 25.2022 0.04 0.23 -0.03 0.104
H 21.3479 -13.3471 26.9393 -0.35 0.25 0.15 0.399
H 19.0488 -12.3839 25.6500 -0.11 -0.26 -0.09 -0.320
H 18.7604 -13.5576 26.9575 -0.01 0.09 0.17 0.180
O 18.8931 -8.2297 20.2726 -4.40 0.51 0.13 -0.667
C 17.6475 -8.0594 20.2413 2.39 -0.68 -0.32 0.208
O 16.8392 -8.3173 21.3361 1.43 0.29 -0.65 0.115
C 15.4503 -7.9840 21.1309 -0.08 0.21 -0.29 0.979
C 15.4371 -7.3284 19.7549 -1.17 0.39 -0.86 -0.763
C 16.7438 -7.6501 19.0199 -0.24 -0.25 1.37 -0.523
H 15.0546 -7.3137 21.8939 0.68 0.37 0.09 -0.467
H 14.8257 -8.8592 21.3100 0.29 -0.39 -0.72 -0.016
H 15.3445 -6.2448 19.8282 0.17 0.07 0.39 0.408
H 14.5396 -7.6016 19.1999 0.10 -0.33 -0.07 0.429
H 17.0669 -6.8115 18.4031 0.51 0.05 0.53 0.436
H 16.6300 -8.4567 18.2956 0.15 -0.47 0.37 0.080
O 10.6417 -8.7528 22.7505 1.70 3.25 0.90 -0.509
C 11.1022 -7.6649 23.0939 -1.14 -4.05 -1.96 0.361
O 12.2842 -7.1614 22.5107 -0.17 0.41 1.18 -0.194
C 12.5229 -5.8330 23.0555 -1.24 0.27 -0.77 -0.450
C 11.6273 -5.7371 24.2875 0.45 0.01 0.89 -0.324
C 10.4784 -6.6733 24.0038 -0.43 0.46 -0.60 -0.397
H 12.1784 -5.1170 22.3093 -0.09 0.08 -0.30 0.346
H 13.5710 -5.5823 23.2195 0.09 -0.68 0.22 0.272
H 11.2845 -4.7307 24.5279 0.34 0.05 -0.01 0.391
H 12.2335 -6.1377 25.1000 -0.24 0.15 0.45 0.079
H 9.7113 -6.2061 23.3863 0.05 0.44 -0.39 0.342
H 9.8508 -7.1000 24.7861 0.85 -0.20 0.19 0.188
O 17.4352 -13.9294 21.6452 3.37 3.75 -3.93 -0.619
C 17.9275 -13.0575 20.8268 -1.55 -4.50 1.59 -0.527
O 19.1777 -13.2395 20.3004 -0.90 -0.15 1.33 -0.319
C 19.4580 -12.2856 19.2761 0.34 0.80 -0.41 -0.830
C 18.1260 -11.6761 18.9656 0.23 0.62 -2.52 -0.461
C 17.2059 -11.9695 20.1066 -0.05 1.34 0.02 3.641
H 19.9193 -12.7305 18.3945 -0.21 -0.67 0.31 0.365
H 20.1734 -11.5130 19.5579 0.08 -0.19 0.90 0.307
H 17.7689 -12.1258 18.0391 -0.33 -0.30 0.23 0.181
H 18.2663 -10.6501 18.6252 -0.22 0.35 0.71 0.346
H 16.2114 -12.1435 19.6958 -0.02 -0.75 0.66 -2.154
H 17.0886 -11.0850 20.7327 0.02 -0.07 0.47 -0.356
O 11.4596 -12.9176 26.1161 -1.65 -2.73 3.87 0.155
C 10.8548 -13.6307 26.9491 0.23 2.26 -4.26 -0.382
O 10.9068 -13.3627 28.2406 1.62 1.08 1.52 -0.353
C 10.3616 -14.3968 28.9995 -2.49 -1.58 0.12 -0.390
C 9.1644 -14.8298 28.0950 1.29 -0.56 0.51 -0.845
C 9.8341 -14.7636 26.7270 0.71 0.21 -0.33 0.504
H 9.8914 -14.1302 29.9461 0.64 0.97 0.04 0.401
H 11.0359 -15.2185 29.2407 0.49 0.13 -0.46 0.059
H 8.4291 -14.0470 28.2815 -0.34 -0.25 -0.54 0.379
H 8.8250 -15.8218 28.3929 -0.30 0.13 -0.19 0.311
H 9.2429 -14.6991 25.8135 -0.10 0.89 0.16 0.527
H 10.4586 -15.6272 26.4984 0.05 -0.42 0.56 -0.807



These records have E_LUMO values of 0.57 2.28 -0.97 2.57 eV, in the order they appear.